No. 1
Below is C10H14O2 in the gas phase, with properties calculated with ωB97M-V/def2-TZVPD.

Its structure (SMILES) is Cc1ccoc1C(=O)CC(C)C. The HOMO energy comes out at -9.00 eV. The largest force on an atom comes out at 2.18 eV Å⁻¹. The calculation puts the LUMO energy at 0.515 eV.

Structure (ORCA input):
```
! RIJCOSX wB97M-V def2-TZVPD def2/J DEFGRID3
* xyz 0 1
O 1.79 1.46 -0.43
O 0.12 -0.54 2.06
C 0.82 0.91 0.11
C 0.56 -1.68 2.65
C 1.63 -2.20 2.02
C 0.97 -0.30 0.97
C 1.87 -1.33 0.95
C 3.07 -1.53 0.09
C -1.24 0.94 -2.39
C -3.04 1.19 -0.65
C -0.56 1.59 0.05
C -1.54 0.81 -0.88
H 0.06 -2.05 3.55
H 2.14 -3.10 2.21
H 2.97 -2.47 -0.48
H 3.95 -1.64 0.71
H 3.19 -0.69 -0.60
H -2.10 0.66 -3.00
H -0.95 1.96 -2.66
H -0.42 0.26 -2.69
H -3.72 0.53 -1.21
H -3.33 1.05 0.42
H -3.22 2.22 -0.97
H -1.00 1.60 1.09
H -0.58 2.64 -0.33
H -1.44 -0.26 -0.60
*
```

No. 2
Below is a molecular structure, C6H4O, with properties calculated with ωB97M-V/def2-TZVPD.

The HOMO energy comes out at -9.01 eV. The largest force on an atom comes out at 2.31 eV Å⁻¹. The calculation puts the LUMO energy at -0.121 eV.

Structure (ORCA input):
```
! RIJCOSX wB97M-V def2-TZVPD def2/J DEFGRID3
* xyz 0 1
C -0.92 2.33 -2.32
C -0.81 1.49 -1.39
C -0.42 0.59 -0.45
C 0.49 -0.54 -0.56
C 0.46 -1.22 0.74
C -0.22 -0.39 1.55
O -0.68 0.72 0.89
H 0.96 0.68 -0.58
H 0.77 -1.03 -1.48
H 0.84 -2.20 0.99
H -0.45 -0.43 2.61
*
```

No. 3
Below is a molecular structure, C40H26F5I2MoN5O2SSb, with properties calculated with ωB97M-V/def2-TZVPD.

The HOMO energy comes out at -10.35 eV. The largest force on an atom comes out at 4.94 eV Å⁻¹. The calculation puts the LUMO energy at -4.269 eV.

Structure (ORCA input):
```
! RIJCOSX wB97M-V def2-TZVPD def2/J DEFGRID3
* xyz 1 1
Mo -0.26 -0.27 0.16
I 0.92 3.25 -6.65
C 0.78 2.17 -4.85
C 1.90 1.50 -4.36
C 1.78 0.76 -3.20
I 3.43 -0.13 -2.26
C 0.55 0.63 -2.54
O 0.41 -0.16 -1.50
C -0.53 1.41 -2.98
C -1.79 1.42 -2.15
N -1.50 1.52 -0.70
C -0.87 2.81 -0.34
C 0.29 2.67 0.62
C 0.69 3.77 1.37
C 1.85 3.68 2.13
C 2.58 2.50 2.09
C 2.09 1.44 1.35
N 0.95 1.51 0.64
C -0.41 2.15 -4.14
H 2.85 1.56 -4.87
H -2.35 0.50 -2.32
H -2.42 2.27 -2.47
H -2.39 1.45 -0.21
H -1.61 3.50 0.08
H -0.47 3.27 -1.25
H 0.11 4.68 1.35
H 2.18 4.52 2.73
H 3.51 2.40 2.62
H 2.63 0.50 1.30
H -1.25 2.73 -4.50
O -0.97 -0.12 1.72
N -1.63 -0.09 2.84
C -0.95 -0.30 3.95
C -1.62 -0.41 5.18
N -2.11 -0.55 6.21
C 0.46 -0.39 3.92
N 1.60 -0.38 3.77
S 1.40 -1.86 0.87
Sb 1.76 -4.09 0.11
C 0.38 -5.13 1.36
C 0.65 -5.17 2.72
C -0.27 -5.76 3.58
C -1.43 -6.32 3.07
C -1.68 -6.30 1.71
C -0.78 -5.69 0.85
C 1.78 -4.78 -1.94
C 1.17 -5.97 -2.30
C 1.19 -6.36 -3.63
C 1.81 -5.57 -4.58
C 2.44 -4.39 -4.21
C 2.43 -3.99 -2.88
C 3.70 -4.40 0.90
C 4.57 -5.24 0.22
C 5.83 -5.48 0.74
C 6.21 -4.89 1.93
C 5.34 -4.04 2.60
C 4.08 -3.79 2.09
H 1.56 -4.73 3.11
H -0.07 -5.78 4.64
H -2.14 -6.78 3.74
H -2.58 -6.75 1.32
H -0.99 -5.65 -0.22
H 0.69 -6.60 -1.56
H 0.71 -7.28 -3.92
H 1.82 -5.87 -5.61
H 2.95 -3.78 -4.94
H 2.91 -3.08 -2.58
H 4.27 -5.70 -0.71
H 6.52 -6.13 0.21
H 7.19 -5.08 2.34
H 5.65 -3.56 3.52
H 3.41 -3.10 2.60
F -0.46 -3.17 -1.47
C -1.72 -2.81 -1.07
C -1.85 -1.64 -0.35
C -3.18 -1.37 0.00
F -3.43 -0.20 0.64
C -4.26 -2.18 -0.29
F -5.49 -1.84 0.10
C -4.05 -3.35 -1.03
F -5.07 -4.13 -1.36
C -2.76 -3.66 -1.42
F -2.52 -4.77 -2.13
*
```

No. 4
Below is 2 unconnected molecules or ions with the total composition CH4S2, with properties calculated with ωB97M-V/def2-TZVPD.

Its structure (SMILES) is C=S.S. The HOMO energy comes out at -9.06 eV. The largest force on an atom comes out at 0.60 eV Å⁻¹. The calculation puts the LUMO energy at -0.570 eV.

Structure (ORCA input):
```
! RIJCOSX wB97M-V def2-TZVPD def2/J DEFGRID3
* xyz 0 1
C 1.58 1.13 0.81
S -2.03 -1.67 -0.36
S 0.56 1.32 -0.41
H 2.65 1.21 0.66
H 1.23 0.90 1.80
H -2.77 -1.97 -1.42
H -1.22 -0.91 -1.08
*
```

No. 5
Below is a molecular structure, C31H42BrCl3InN4O6SSi, with properties calculated with ωB97M-V/def2-TZVPD.

The HOMO energy comes out at -10.10 eV. The largest force on an atom comes out at 1.40 eV Å⁻¹. The calculation puts the LUMO energy at -3.429 eV.

Structure (ORCA input):
```
! RIJCOSX wB97M-V def2-TZVPD def2/J DEFGRID3
* xyz 1 1
In -0.38 -2.21 -0.71
C 4.60 -1.93 -2.76
O 3.60 -2.74 -3.39
C 2.46 -2.92 -2.72
O 2.21 -2.48 -1.61
N 1.64 -3.72 -3.44
N 0.36 -4.02 -2.97
H 5.33 -1.70 -3.52
H 5.07 -2.48 -1.95
H 4.16 -1.00 -2.38
H 1.95 -4.05 -4.33
H 0.30 -4.99 -2.70
H -0.30 -3.84 -3.71
O -1.15 2.54 5.87
C -2.31 1.90 5.62
O -3.26 2.04 6.33
C -2.33 1.04 4.39
C -3.41 1.11 3.53
C -3.45 0.34 2.38
C -2.40 -0.53 2.09
C -1.32 -0.61 2.97
C -1.28 0.17 4.11
N -2.40 -1.34 0.92
C -3.52 -1.83 0.58
C -3.74 -2.51 -0.71
C -4.98 -3.05 -0.99
C -5.20 -3.63 -2.24
C -4.17 -3.61 -3.16
C -2.96 -3.04 -2.79
N -2.74 -2.51 -1.59
H -0.54 2.43 5.15
H -4.23 1.78 3.78
H -4.28 0.45 1.69
H -0.53 -1.30 2.72
H -0.44 0.08 4.79
H -4.40 -1.74 1.21
H -5.77 -3.02 -0.24
H -6.16 -4.07 -2.48
H -4.30 -4.03 -4.15
H -2.13 -3.01 -3.49
C -1.04 5.69 -1.35
C -0.24 4.88 -2.38
C -1.02 4.87 -3.70
C 1.12 5.56 -2.62
C -0.01 3.47 -1.84
C -0.40 2.32 -2.51
C -0.16 1.09 -1.93
Br -0.70 -0.44 -2.94
C 0.44 0.86 -0.69
O 0.53 -0.35 -0.16
C 0.93 2.04 -0.05
C 0.66 3.27 -0.63
C 1.78 2.11 1.25
C 3.02 2.97 0.97
C 0.95 2.76 2.36
C 2.31 0.77 1.78
H -1.24 6.70 -1.73
H -0.50 5.79 -0.41
H -2.01 5.21 -1.15
H -1.18 5.90 -4.03
H -2.00 4.40 -3.58
H -0.46 4.36 -4.49
H 0.97 6.56 -3.05
H 1.72 4.98 -3.32
H 1.68 5.67 -1.69
H -0.89 2.37 -3.48
H 1.01 4.16 -0.11
H 2.77 4.02 0.77
H 3.57 2.59 0.10
H 3.69 2.96 1.83
H 0.59 3.75 2.07
H 1.56 2.88 3.26
H 0.07 2.14 2.58
H 2.90 0.26 1.01
H 1.50 0.12 2.09
H 2.96 0.98 2.64
C 2.06 -3.53 3.57
S 2.05 -2.94 1.87
C 3.82 -2.78 1.65
O 1.74 -4.21 1.04
H 2.67 -4.43 3.61
H 1.03 -3.75 3.86
H 2.47 -2.73 4.20
H 4.21 -2.13 2.42
H 3.97 -2.34 0.66
H 4.24 -3.78 1.70
Cl -0.79 -4.85 1.98
Si 0.19 -4.67 0.15
Cl 1.40 -6.07 -0.75
Cl -1.52 -5.45 -0.93
*
```

No. 6
Below is 2 unconnected molecules or ions with the total composition C2H8, with properties calculated with ωB97M-V/def2-TZVPD.

Its structure (SMILES) is C.C. The HOMO energy comes out at -12.35 eV. The largest force on an atom comes out at 0.96 eV Å⁻¹. The calculation puts the LUMO energy at 1.137 eV.

Structure (ORCA input):
```
! RIJCOSX wB97M-V def2-TZVPD def2/J DEFGRID3
* xyz 0 1
C 1.14 -1.09 -0.38
H 0.65 -1.26 -1.34
H 0.71 -1.76 0.38
H 0.99 -0.05 -0.07
H 2.22 -1.30 -0.47
C -1.14 1.09 0.38
H -0.71 0.11 0.13
H -0.33 1.78 0.65
H -1.84 0.99 1.22
H -1.68 1.49 -0.50
*
```

Respective DFT total energy values: -14691.221 -8327.589 -102455.257 -22771.041 -182570.461 -2203.425 eV.